[1]
C7H13N in the gas phase in a non-equilibrium geometry. Source: the OMol25 dataset; level of theory: the ωB97M-V functional and the def2-TZVPD basis.

Summary:
HOMO energy = -0.30940 Ha
Relative energy (zero: lowest compared OMol25 entry of this formula, charge and spin) = 2.839 eV
Net charge = 0
Energy = -329.167113 Ha
Structure (SMILES) = C/C=C/C=C/CCN

```
21
C7H13N | the OMol25 dataset | the ωB97M-V functional and the def2-TZVPD basis
C -1.52 -0.62 -3.88
C -1.31 -0.08 -2.53
C -1.43 -0.69 -1.36
C -1.12 -0.26 0.04
C 0.18 -0.23 0.36
C 0.57 0.00 1.81
C 2.06 0.44 2.00
N 2.12 1.25 3.20
H -0.74 -1.16 -4.43
H -2.09 0.07 -4.52
H -2.01 -1.63 -3.75
H -1.27 1.01 -2.43
H -1.78 -1.69 -1.38
H -1.94 0.33 0.45
H 0.96 -0.58 -0.28
H 0.26 -0.86 2.38
H -0.07 0.82 2.19
H 2.51 0.99 1.16
H 2.58 -0.51 2.27
H 1.94 2.23 3.16
H 2.15 0.84 4.11
```

=====

[2]
C4H7F in the gas phase in a non-equilibrium geometry. Source: the OMol25 dataset; level of theory: the ωB97M-V functional and the def2-TZVPD basis.

Summary:
HOMO energy = -0.34138 Ha
Relative energy (zero: lowest compared OMol25 entry of this formula, charge and spin) = 2.265 eV
Net charge = 0
Energy = -256.360613 Ha
Structure (SMILES) = C/C=C(\C)F

```
12
C4H7F | the OMol25 dataset | the ωB97M-V functional and the def2-TZVPD basis
C 1.79 -0.22 0.14
C 0.31 -0.76 -0.15
C -0.98 -0.44 0.00
C -1.53 1.03 0.05
F -1.91 -1.45 0.10
H 2.40 -0.67 -0.73
H 2.15 -0.53 1.27
H 1.73 0.98 -0.12
H 0.74 -1.91 -0.33
H -2.10 1.34 0.88
H -0.49 1.56 -0.30
H -2.11 1.06 -0.81
```

=====

[3]
2 unconnected molecules or ions with the total composition C3H10N2O in a non-equilibrium geometry. Source: the OMol25 dataset; level of theory: the ωB97M-V functional and the def2-TZVPD basis.

Summary:
HOMO energy = -0.32450 Ha
Relative energy (zero: lowest compared OMol25 entry of this formula, charge and spin) = 3.475 eV
Net charge = 0
Energy = -304.946961 Ha
Structure (SMILES) = C=CO.NCN

```
16
C3H10N2O | the OMol25 dataset | the ωB97M-V functional and the def2-TZVPD basis
C 4.42 2.15 -1.42
C 3.26 1.42 -1.43
O 2.26 1.59 -0.45
H 4.89 2.25 -2.38
H 4.69 2.87 -0.62
H 2.81 0.92 -2.34
H 2.39 2.11 0.27
N -2.28 -0.74 1.74
C -2.14 -1.73 0.66
N -3.57 -2.01 0.22
H -2.95 -1.02 2.40
H -2.80 0.09 1.37
H -1.52 -2.48 1.14
H -1.55 -1.44 -0.34
H -3.99 -2.89 0.63
H -3.94 -1.10 0.53
```

=====

[4]
A molecular structure, C23H39N7O6P3S2Sr. Source: the OMol25 dataset; level of theory: the ωB97M-V functional and the def2-TZVPD basis.

Summary:
HOMO energy = -0.15620 Ha
Relative energy (zero: lowest compared OMol25 entry of this formula, charge and spin) = 0.928 eV
Net charge = -1
Energy = -3585.896877 Ha

```
81
C23H39N7O6P3S2Sr | the OMol25 dataset | the ωB97M-V functional and the def2-TZVPD basis
Sr 0.11 -0.51 -0.75
C -3.13 -2.25 -3.25
P -2.49 -0.66 -2.59
C -4.00 0.11 -1.91
C -2.30 0.23 -4.18
C -1.91 1.70 -4.08
P -0.26 2.05 -3.30
C 0.00 3.68 -4.14
C -0.73 2.42 -1.63
H -3.95 -2.10 -3.96
H -3.47 -2.89 -2.44
H -2.30 -2.76 -3.75
H -4.79 0.20 -2.66
H -3.74 1.11 -1.54
H -4.36 -0.47 -1.06
H -3.24 0.12 -4.74
H -1.53 -0.31 -4.73
H -2.68 2.27 -3.53
H -1.88 2.12 -5.09
H -0.86 4.35 -4.00
H 0.18 3.54 -5.21
H 0.88 4.17 -3.72
H -1.52 3.19 -1.63
H 0.15 2.71 -1.06
H -1.33 1.44 -0.53
O 0.43 -2.74 -2.01
N 1.61 -3.30 -2.06
C 1.71 -4.62 -1.83
C 2.90 -5.30 -1.87
C 4.06 -4.57 -2.16
C 3.96 -3.22 -2.39
C 2.73 -2.52 -2.33
S 2.56 -0.86 -2.62
H 0.75 -5.09 -1.62
H 2.91 -6.36 -1.68
H 5.02 -5.06 -2.20
H 4.83 -2.62 -2.60
N -2.21 5.26 2.63
C -1.06 4.47 2.50
C -0.32 4.49 1.32
C 0.77 3.66 1.17
C 1.12 2.78 2.18
C 0.42 2.78 3.37
C -0.67 3.62 3.53
S 2.56 1.76 1.98
O 3.54 2.60 1.34
O 2.86 1.26 3.31
N 2.01 0.56 1.06
C 2.74 -0.57 1.13
N 4.06 -0.55 1.38
C 4.69 -1.70 1.39
C 4.08 -2.91 1.12
C 2.72 -2.85 0.87
N 2.02 -1.72 0.93
H -2.23 6.06 2.02
H -2.43 5.52 3.58
H -0.62 5.14 0.51
H 1.38 3.70 0.27
H 0.74 2.13 4.17
H -1.22 3.62 4.47
H 5.75 -1.66 1.62
H 4.63 -3.84 1.07
H 2.17 -3.75 0.62
N -3.23 0.68 2.63
C -1.96 0.28 3.23
P -1.56 -1.47 2.91
O -2.40 -2.38 3.76
O -1.37 -1.77 1.45
C 0.16 -1.66 3.59
N 0.44 -3.04 3.06
H -3.44 1.64 2.89
H -3.99 0.09 2.97
H -2.43 0.95 0.72
H -1.93 0.40 4.32
H -1.15 0.86 2.78
H 0.18 -1.67 4.67
H 0.94 -1.02 3.18
H -0.28 -3.68 3.39
H 1.37 -3.39 3.28
H 0.33 -2.93 2.04
O -1.50 1.00 0.43
```

=====

[5]
2 unconnected molecules or ions with the total composition C8H15BO7. Source: the OMol25 dataset; level of theory: the ωB97M-V functional and the def2-TZVPD basis.

Summary:
HOMO energy = -0.37968 Ha
Net charge = 0
Energy = -865.475943 Ha
Structure (SMILES) = C[C@]1(B(O)O)COC(=O)O1.CCOC(C)=O

```
31
C8H15BO7 | the OMol25 dataset | the ωB97M-V functional and the def2-TZVPD basis
C -0.24 -0.29 1.52
C 0.03 0.83 2.53
B 1.30 0.51 3.46
O 2.36 1.38 3.55
O 1.31 -0.66 4.16
C -1.22 1.36 3.26
O -1.30 2.74 2.91
C -0.60 2.90 1.76
O -0.84 3.71 0.91
O 0.42 2.02 1.74
H 0.30 -0.04 0.61
H 0.08 -1.25 1.92
H -1.31 -0.30 1.31
H 2.05 2.30 3.61
H 2.20 -0.98 4.31
H -1.20 1.26 4.35
H -2.12 0.87 2.87
C 0.36 0.51 -3.03
C 1.11 -0.78 -3.29
O 0.71 -1.81 -2.37
C -0.35 -2.61 -2.57
C -1.35 -2.27 -3.65
O -0.52 -3.55 -1.83
H -0.71 0.39 -3.19
H 0.71 1.30 -3.70
H 0.51 0.83 -2.00
H 1.00 -1.13 -4.32
H 2.17 -0.64 -3.10
H -2.15 -1.67 -3.21
H -1.78 -3.20 -4.03
H -0.93 -1.73 -4.49
```

=====

[6]
2 unconnected molecules or ions with the total composition C2HCl2F3S in a non-equilibrium geometry. Source: the OMol25 dataset; level of theory: the ωB97M-V functional and the def2-TZVPD basis.

Summary:
HOMO energy = -0.35484 Ha
Relative energy (zero: lowest compared OMol25 entry of this formula, charge and spin) = 2.051 eV
Net charge = 0
Energy = -1694.901864 Ha

```
9
C2HCl2F3S | the OMol25 dataset | the ωB97M-V functional and the def2-TZVPD basis
C -0.37 0.67 -0.92
C 0.55 -0.27 0.80
F 0.10 1.85 -1.07
F -0.12 0.05 -2.07
F -1.66 0.68 -0.58
S 0.43 -2.05 0.63
Cl 2.29 0.24 0.86
Cl -0.41 0.56 2.00
H -0.81 -1.74 0.35
```

=====

[7]
A molecular structure, C23H26BrN3O2ReS3Te in a non-equilibrium geometry. Source: the OMol25 dataset; level of theory: the ωB97M-V functional and the def2-TZVPD basis.

Summary:
HOMO energy (spin up / spin down) = -0.27864 / -0.27231 Ha
Relative energy (zero: lowest compared OMol25 entry of this formula, charge and spin) = 1.789 eV
Net charge = 0
Energy = -5321.597152 Ha
Multiplicity = 2

```
60
C23H26BrN3O2ReS3Te | the OMol25 dataset | the ωB97M-V functional and the def2-TZVPD basis
Re -0.77 -0.48 2.00
O -4.47 0.35 0.34
C -4.55 -0.63 -0.57
C -5.82 -1.08 -0.95
C -5.97 -2.07 -1.89
C -4.85 -2.63 -2.50
C -3.59 -2.21 -2.13
C -3.43 -1.22 -1.17
C -2.02 -0.82 -0.78
O -1.94 -0.10 0.36
N -1.43 -0.04 -1.90
N -0.37 0.70 -1.62
C -0.06 1.69 -2.37
C 1.10 2.50 -2.13
Br 1.84 2.33 -0.35
C 1.68 3.28 -3.05
C 2.84 4.15 -2.87
C 3.89 4.08 -3.78
C 4.99 4.91 -3.65
C 5.05 5.83 -2.62
C 4.01 5.91 -1.71
C 2.91 5.07 -1.82
H -3.52 0.47 0.56
H -6.68 -0.63 -0.46
H -6.96 -2.41 -2.17
H -4.97 -3.40 -3.24
H -2.71 -2.66 -2.57
H -1.40 -1.75 -0.73
H -2.08 0.32 -2.60
H -0.66 1.96 -3.24
H 1.27 3.24 -4.05
H 3.86 3.36 -4.58
H 5.81 4.83 -4.35
H 5.91 6.48 -2.52
H 4.04 6.63 -0.91
H 2.10 5.15 -1.12
C -0.80 -5.01 3.10
C -0.73 -3.52 3.13
S -1.37 -2.71 1.74
C -0.18 -2.83 4.16
C 0.34 -3.51 5.39
S -0.01 -1.10 4.13
H -1.26 -5.35 2.17
H -1.38 -5.39 3.94
H 0.20 -5.43 3.16
H -0.46 -4.03 5.91
H 0.78 -2.77 6.06
H 1.11 -4.25 5.13
S -0.04 4.12 2.40
C -0.31 2.56 2.39
N -0.48 1.39 2.38
C 1.91 -2.79 0.84
Te 1.35 -0.73 0.42
C 2.88 -0.16 1.82
H 2.96 -2.89 0.61
H 1.33 -3.47 0.22
H 1.74 -3.03 1.89
H 2.61 -0.55 2.80
H 2.95 0.92 1.89
H 3.83 -0.58 1.51
```

=====

[8]
A molecular structure, C20H33F5N6O3S5SbTi in a non-equilibrium geometry. Source: the OMol25 dataset; level of theory: the ωB97M-V functional and the def2-TZVPD basis.

Summary:
HOMO energy (spin up / spin down) = -0.03709 / -0.06163 Ha
Relative energy (zero: lowest compared OMol25 entry of this formula, charge and spin) = 1.440 eV
Net charge = -2
Energy = -4916.301716 Ha
Multiplicity = 2

```
74
C20H33F5N6O3S5SbTi | the OMol25 dataset | the ωB97M-V functional and the def2-TZVPD basis
Ti -0.88 -0.25 0.15
N -2.30 2.85 2.21
C -1.66 2.10 1.28
O -1.26 0.99 1.59
C -1.42 2.63 -0.11
C -0.45 1.66 -0.82
H -2.58 2.33 3.03
H -3.00 3.48 1.85
H -1.06 3.67 -0.03
H -2.37 2.67 -0.64
H 0.58 1.94 -0.58
H -0.57 1.74 -1.90
S 0.93 -3.67 3.10
Sb -0.08 -1.63 2.83
S -2.15 -1.87 1.65
S 1.28 -0.42 1.21
S -0.26 -0.37 4.74
C 5.91 -0.20 -1.12
C 5.05 -1.11 -0.27
N 3.69 -1.22 -0.78
C 3.25 -0.70 -1.98
N 1.99 -0.75 -2.23
C 1.50 -0.27 -3.51
C 2.41 0.78 -4.11
C 3.81 0.21 -4.17
N 4.22 -0.17 -2.83
C 5.60 -0.49 -2.58
H 6.96 -0.35 -0.90
H 5.65 0.84 -0.92
H 5.01 -0.75 0.76
H 5.50 -2.11 -0.24
H 2.95 -1.25 -0.07
H 0.49 0.12 -3.36
H 1.41 -1.12 -4.21
H 2.41 1.66 -3.46
H 2.08 1.09 -5.11
H 4.53 0.96 -4.53
H 3.84 -0.64 -4.85
H 6.22 0.13 -3.24
H 5.82 -1.55 -2.81
N 0.88 -3.18 -0.72
N -0.28 -2.33 -0.81
H 1.06 -3.29 0.28
H 1.63 -2.59 -1.08
H -1.07 -2.90 -0.53
H -0.41 -2.14 -1.80
C 4.09 1.01 3.10
C 2.91 1.87 3.54
S 2.23 2.72 2.10
O 3.35 3.58 1.56
C 1.19 3.90 3.03
C 0.36 3.28 4.16
H 4.55 0.52 3.96
H 4.83 1.62 2.58
H 3.73 0.23 2.42
H 3.21 2.64 4.26
H 2.11 1.24 3.95
H 0.54 4.33 2.26
H 1.88 4.67 3.37
H -0.08 2.33 3.87
H -0.44 3.96 4.45
H 0.98 3.08 5.04
F -7.35 -0.45 -2.89
C -6.07 -0.49 -2.49
C -5.67 0.18 -1.35
F -6.57 0.88 -0.64
C -4.35 0.15 -0.94
F -4.01 0.82 0.17
C -3.35 -0.53 -1.66
O -2.10 -0.54 -1.34
C -3.81 -1.20 -2.81
F -2.93 -1.88 -3.56
C -5.13 -1.18 -3.21
F -5.50 -1.83 -4.32
```

=====

[9]
2 unconnected molecules or ions with the total composition C10H18N3O in a non-equilibrium geometry. Source: the OMol25 dataset; level of theory: the ωB97M-V functional and the def2-TZVPD basis.

Summary:
HOMO energy = -0.39855 Ha
Relative energy (zero: lowest compared OMol25 entry of this formula, charge and spin) = 0.826 eV
Net charge = +1
Energy = -631.141942 Ha

```
32
C10H18N3O | the OMol25 dataset | the ωB97M-V functional and the def2-TZVPD basis
C -2.48 -0.05 1.31
C -1.29 0.31 2.17
C -3.05 -1.75 -0.37
N -2.14 -1.21 0.48
N -4.07 -1.05 -0.84
N -2.76 -2.95 -0.84
H -3.38 -0.24 1.89
H -2.71 0.83 0.69
H -1.55 1.13 2.83
H -0.43 0.68 1.63
H -1.20 -1.16 0.11
H -4.34 -0.17 -0.44
H -4.84 -1.56 -1.25
H -2.11 -3.49 -0.27
H -3.30 -3.44 -1.53
H -1.00 -0.57 2.75
C 2.92 3.28 -1.17
C 2.25 0.19 1.00
C 2.37 -0.78 0.00
C 2.31 1.51 0.58
C 2.52 1.89 -0.74
C 2.44 -0.47 -1.34
C 2.53 0.88 -1.70
O 2.21 -2.09 0.43
H 2.21 -0.09 2.04
H 2.17 2.26 1.34
H 2.60 -1.23 -2.08
H 2.62 -2.72 -0.18
H 2.36 3.54 -2.04
H 3.99 3.39 -1.29
H 2.49 1.11 -2.76
H 2.68 4.01 -0.40
```

=====

[10]
2 unconnected molecules or ions with the total composition C4H13NOS in a non-equilibrium geometry. Source: the OMol25 dataset; level of theory: the ωB97M-V functional and the def2-TZVPD basis.

Summary:
HOMO energy (spin up / spin down) = -0.49549 / -0.49488 Ha
Relative energy (zero: lowest compared OMol25 entry of this formula, charge and spin) = 0.464 eV
Net charge = +1
Energy = -688.064793 Ha
Multiplicity = 2

```
20
C4H13NOS | the OMol25 dataset | the ωB97M-V functional and the def2-TZVPD basis
C -2.02 -1.03 -0.72
C -0.93 0.06 -0.89
C -0.51 0.71 0.44
S 0.67 2.01 0.03
C 2.18 0.96 -0.11
N -1.67 -1.99 0.33
H -1.89 -1.60 -1.64
H -3.03 -0.66 -0.63
H -1.29 0.77 -1.63
H -0.06 -0.41 -1.36
H 0.00 -0.02 1.07
H -1.35 1.15 0.97
H 1.77 0.09 0.39
H 2.61 0.77 -1.09
H 2.97 1.53 0.38
H -1.77 -1.58 1.25
H -2.16 -2.87 0.25
H 0.49 -1.94 0.30
H 1.58 -2.84 0.86
O 1.36 -1.93 0.71
```